C44H63Br66NO3S | ωB97M-V/def2-TZVPD

Values from the calculation:
energy above the lowest of the compared OMol25 structures with the same formula, charge and spin	49.5	kcal per mole
E_tot	-172277.56093	a.u.
maximum force	0.078	hartree/bohr
highest occupied orbital energy	-8.16	eV

Structure (XYZ):
```
178
C44H63Br66NO3S (ωB97M-V/def2-TZVPD)
C 4.61 -0.72 1.75
C 3.37 -1.74 1.51
C 3.34 -2.06 -0.05
C 1.92 -2.44 -0.67
C 0.66 -1.85 0.08
C 0.26 -0.33 -0.32
C -0.45 -0.36 -1.75
C -1.70 0.62 -1.91
C -1.51 1.83 -2.95
O -1.48 3.05 -2.13
C -1.45 4.22 -2.93
C -0.34 5.32 -2.54
O -2.25 4.44 -3.85
N -0.61 0.03 0.87
C -0.38 1.40 1.34
O -1.04 1.82 2.31
C 0.72 2.14 0.42
C 1.72 2.84 1.48
S 1.04 4.36 2.30
C 0.59 5.64 1.04
C -0.97 6.07 1.11
C 1.36 0.81 -0.22
C 2.44 1.01 -1.39
C 2.21 2.32 -2.27
C 3.30 2.29 -3.48
C 2.87 3.19 -4.73
C 4.80 2.55 -2.98
H 5.40 -0.81 0.93
H 4.17 0.34 1.62
H 5.05 -0.79 2.79
H 2.46 -1.20 1.92
H 3.65 -2.69 2.07
H 3.89 -1.21 -0.59
H 4.02 -2.97 -0.21
H 1.81 -3.57 -0.81
H 1.89 -2.02 -1.74
H 0.69 -1.97 1.22
H -0.25 -2.48 -0.25
H -0.83 -1.41 -2.02
H 0.28 -0.10 -2.60
H -2.57 0.00 -2.31
H -2.06 1.09 -0.95
H -2.47 1.88 -3.55
H -0.62 1.72 -3.65
H 0.67 4.83 -2.33
H -0.22 6.10 -3.36
H -0.65 5.83 -1.57
H -1.59 -0.25 0.79
H 0.28 2.90 -0.29
H 1.91 2.08 2.32
H 2.72 3.12 1.00
H 0.85 5.25 -0.01
H 1.17 6.59 1.28
H -1.64 5.22 1.43
H -1.12 6.98 1.79
H -1.34 6.41 0.08
H 2.03 0.47 0.66
H 2.48 0.10 -2.08
H 3.47 1.06 -0.90
H 2.48 3.24 -1.65
H 1.14 2.40 -2.68
H 3.28 1.20 -3.85
H 1.76 3.08 -4.97
H 3.43 2.77 -5.64
H 3.22 4.26 -4.61
H 5.49 2.75 -3.87
H 5.20 1.60 -2.49
H 4.89 3.40 -2.23
C -5.60 3.84 2.78
Br -4.07 2.79 2.22
Br -6.97 2.73 3.58
Br -5.08 5.30 3.94
H -6.03 4.28 1.88
C -4.17 -0.76 -5.16
Br -3.02 0.69 -5.72
Br -3.12 -2.28 -4.55
Br -5.48 -0.20 -3.84
H -4.72 -1.09 -6.04
C -5.40 -1.98 -0.30
Br -3.90 -3.06 -0.88
Br -6.76 -3.07 0.53
Br -4.87 -0.51 0.85
H -5.84 -1.54 -1.19
C 7.78 -4.41 -1.02
Br 6.51 -3.55 -2.20
Br 9.53 -3.57 -1.10
Br 7.11 -4.51 0.80
H 7.90 -5.43 -1.37
C -1.82 3.28 -8.54
Br -2.20 4.97 -9.40
Br -0.30 2.38 -9.35
Br -1.61 3.47 -6.63
H -2.69 2.64 -8.71
C -9.28 -5.35 -1.67
Br -8.27 -3.98 -2.59
Br -10.68 -6.09 -2.80
Br -8.14 -6.73 -0.94
H -9.78 -4.86 -0.83
C 8.32 0.15 -1.14
Br 9.53 0.34 -2.65
Br 8.65 1.50 0.21
Br 6.47 0.13 -1.70
H 8.53 -0.81 -0.69
C -3.68 -6.67 -3.53
Br -2.50 -6.48 -2.00
Br -5.28 -5.61 -3.34
Br -2.75 -6.28 -5.19
H -3.98 -7.71 -3.58
C 9.74 -6.69 3.57
Br 10.28 -5.62 2.04
Br 7.83 -7.03 3.57
Br 10.77 -8.33 3.70
H 9.96 -6.11 4.46
C -0.90 9.84 -3.72
Br -1.34 8.94 -5.38
Br -1.29 8.74 -2.18
Br 0.94 10.46 -3.72
H -1.53 10.72 -3.66
C -10.31 -1.68 1.89
Br -10.17 -3.57 1.47
Br -8.97 -1.13 3.17
Br -10.27 -0.58 0.30
H -11.28 -1.53 2.36
C -2.04 12.54 -7.54
Br -2.40 14.23 -8.41
Br -0.52 11.63 -8.33
Br -1.82 12.75 -5.62
H -2.91 11.90 -7.69
C 4.97 -10.21 5.27
Br 4.55 -8.54 4.37
Br 6.48 -11.11 4.45
Br 5.22 -9.96 7.17
H 4.10 -10.86 5.14
C -9.93 2.84 -1.72
Br -8.79 2.98 -0.16
Br -11.51 3.96 -1.56
Br -8.95 3.20 -3.35
H -10.27 1.81 -1.78
C -7.06 -3.02 -7.87
Br -6.05 -1.45 -8.38
Br -5.91 -4.48 -7.33
Br -8.38 -2.61 -6.50
H -7.61 -3.35 -8.75
C 0.46 -4.39 3.12
Br 0.40 -2.51 3.61
Br -0.84 -4.82 1.75
Br 2.25 -4.95 2.61
H 0.19 -4.95 4.01
C 2.30 -3.29 6.93
Br 3.83 -4.31 6.31
Br 1.00 -4.42 7.81
Br 2.84 -1.80 8.04
H 1.82 -2.88 6.04
C 10.42 0.80 3.71
Br 9.04 -0.19 4.65
Br 11.65 1.66 4.93
Br 11.34 -0.31 2.42
H 9.92 1.59 3.16
C 4.38 1.20 10.44
Br 3.75 2.87 9.69
Br 5.97 0.56 9.53
Br 4.64 1.33 12.36
H 3.60 0.46 10.28
C -10.37 -10.21 -4.44
Br -11.70 -9.36 -5.58
Br -8.70 -9.22 -4.43
Br -11.04 -10.51 -2.65
H -10.16 -11.18 -4.87
C 0.93 -5.42 11.60
Br 2.40 -6.66 11.87
Br -0.65 -5.95 12.59
Br 1.45 -3.59 11.99
H 0.67 -5.45 10.54
C 2.77 6.83 9.17
Br 1.39 6.19 10.37
Br 4.54 6.56 9.90
Br 2.60 6.05 7.40
H 2.63 7.90 9.06
```

These are the Mulliken partial charges, in e, on atoms 1 to 6:
1 C -0.6273
2 C 0.4446
3 C 0.8472
4 C -1.1553
5 C 0.3996
6 C 1.0481

=====

C44H65BeGeN5P3S | ωB97M-V/def2-TZVPD

Values from the calculation:
energy above the lowest of the compared OMol25 structures with the same formula, charge and spin	29.7	kcal per mole
net charge	+2
E_tot	-5502.93596	a.u.
maximum force	0.046	hartree/bohr
expectation value of S²	0.757
multiplicity	2
highest occupied orbital energy (spin up / spin down)	-11.82 / -12.04	eV

Structure (XYZ):
```
120
C44H65BeGeN5P3S (ωB97M-V/def2-TZVPD)
Be 0.55 0.31 -0.74
C -0.41 -2.60 -3.33
C -1.61 -2.16 -2.49
C -2.91 -2.67 -3.12
P -1.54 -0.32 -2.12
C -2.94 -0.17 -0.92
N -2.63 -0.73 0.36
Ge -0.77 -0.56 1.02
N 0.05 -2.37 1.11
C 1.02 -2.80 0.14
P 2.08 -1.36 -0.36
C 3.33 -1.32 1.03
C 2.67 -0.94 2.35
C 4.12 -2.62 1.19
C 3.02 -1.90 -1.88
C 3.22 -3.40 -2.11
C 4.33 -1.11 -1.97
C -0.71 -3.31 1.75
C -0.57 -4.69 1.61
C -1.36 -5.55 2.34
C -2.35 -5.06 3.19
C -2.52 -3.69 3.32
C -1.70 -2.82 2.63
N -1.79 -1.38 2.74
C -3.17 -0.98 2.63
C -4.05 -0.90 3.70
C -5.39 -0.63 3.47
C -5.83 -0.40 2.18
C -4.95 -0.38 1.12
C -3.60 -0.69 1.33
C -1.18 -0.85 3.93
C -1.18 -1.47 5.16
C -0.65 -0.82 6.26
C -0.16 0.47 6.13
C -0.11 1.08 4.89
C -0.57 0.41 3.76
N -0.50 0.88 2.48
C 0.33 2.03 2.25
P 1.00 2.22 0.53
C 2.86 2.34 0.69
C 3.45 3.21 -0.42
C 3.42 2.76 2.05
C 0.42 3.95 0.12
C -1.10 3.90 -0.02
C 0.84 5.04 1.10
C -2.35 0.51 -3.59
C -1.46 0.44 -4.83
C -2.75 1.95 -3.25
H -0.22 -3.66 -3.20
H 0.48 -2.04 -3.05
H -0.60 -2.42 -4.38
H -1.53 -2.60 -1.48
H -3.04 -2.28 -4.13
H -3.79 -2.43 -2.52
H -2.85 -3.76 -3.19
H -3.80 -0.66 -1.37
H -3.17 0.91 -0.83
H 0.55 -3.23 -0.75
H 1.69 -3.55 0.57
H 4.04 -0.53 0.74
H 2.08 -1.77 2.73
H 2.00 -0.09 2.22
H 3.43 -0.70 3.08
H 3.52 -3.39 1.68
H 4.98 -2.43 1.82
H 4.48 -2.99 0.25
H 2.39 -1.54 -2.70
H 3.78 -3.89 -1.32
H 3.78 -3.53 -3.03
H 2.27 -3.91 -2.23
H 5.11 -1.55 -1.35
H 4.17 -0.08 -1.67
H 4.68 -1.11 -3.00
H 0.17 -5.10 0.93
H -1.22 -6.61 2.24
H -2.97 -5.73 3.76
H -3.31 -3.31 3.95
H -3.70 -1.05 4.71
H -6.08 -0.59 4.30
H -6.88 -0.22 1.99
H -5.31 -0.15 0.13
H -1.58 -2.47 5.28
H -0.64 -1.30 7.23
H 0.18 1.01 7.00
H 0.27 2.09 4.83
H 1.19 2.04 2.93
H -0.27 2.93 2.46
H 3.20 1.32 0.49
H 3.24 4.27 -0.26
H 3.06 2.92 -1.39
H 4.53 3.09 -0.43
H 2.96 3.68 2.42
H 4.48 2.94 1.94
H 3.30 1.98 2.80
H 0.88 4.18 -0.85
H -1.58 3.96 0.95
H -1.41 2.96 -0.48
H -1.47 4.73 -0.62
H 0.52 4.83 2.11
H 0.38 5.98 0.80
H 1.92 5.20 1.11
H -3.27 -0.06 -3.81
H -0.51 0.95 -4.67
H -1.95 0.92 -5.68
H -1.26 -0.59 -5.11
H -2.11 2.37 -2.48
H -3.78 2.00 -2.90
H -2.67 2.58 -4.13
S 1.66 0.90 -2.67
C 1.35 2.29 -3.60
N 0.41 3.19 -3.23
C 0.14 4.31 -3.93
C 0.84 4.59 -5.07
C 1.83 3.69 -5.50
C 2.07 2.55 -4.78
H -0.12 2.98 -2.39
H -0.64 4.94 -3.55
H 0.62 5.48 -5.64
H 2.37 3.88 -6.41
H 2.81 1.83 -5.09
```

These are the Mulliken partial charges, in e, on atoms 1 to 6:
1 Be -0.3100
2 C -1.9436
3 C 1.4243
4 C -1.5714
5 P 0.4149
6 C -2.6207

=====

C44H65EuN3OP | ωB97M-V/def2-TZVPD

Values from the calculation:
energy above the lowest of the compared OMol25 structures with the same formula, charge and spin	0.1	kcal per mole
net charge	+1
E_tot	-3006.68385	a.u.
maximum force	0.012	hartree/bohr
expectation value of S²	15.760
multiplicity	8
highest occupied orbital energy (spin up / spin down)	-8.73 / -8.90	eV

Structure (XYZ):
```
115
C44H65EuN3OP (ωB97M-V/def2-TZVPD)
Eu 1.15 0.87 -0.08
C 0.32 4.47 -2.06
C 0.02 4.23 -0.72
C -0.79 3.14 -0.39
C -1.29 2.31 -1.39
C -0.97 2.56 -2.72
C -0.18 3.64 -3.05
H 0.95 5.31 -2.33
H 0.40 4.89 0.05
H -1.07 2.97 0.65
H -1.92 1.47 -1.12
H -1.35 1.90 -3.49
H 0.08 3.82 -4.09
C 4.53 1.84 0.98
C 3.50 2.89 1.38
N 2.23 2.33 1.85
C 2.26 1.56 3.11
C 2.78 0.12 2.98
N 2.24 -0.61 1.83
C 3.22 -1.44 1.11
C 4.38 -0.60 0.55
N 3.96 0.75 0.18
H 5.33 2.36 0.43
H 5.01 1.43 1.86
H 3.95 3.55 2.14
H 3.26 3.52 0.52
H 1.60 3.11 2.01
H 2.86 2.07 3.88
H 1.24 1.53 3.48
H 3.87 0.12 2.92
H 2.55 -0.40 3.92
H 1.46 -1.19 2.13
H 3.62 -2.25 1.74
H 2.68 -1.93 0.28
H 5.19 -0.56 1.28
H 4.77 -1.12 -0.32
H 4.12 0.92 -0.81
O -0.79 -0.05 1.18
P -1.69 -1.21 1.59
C -1.20 -2.64 0.53
C -0.80 -2.20 -0.89
C -1.97 -2.20 -1.86
C -2.51 -3.62 -2.00
C -2.98 -4.16 -0.65
C -1.94 -4.00 0.45
C -3.43 -0.66 1.65
C -4.52 -1.63 1.22
C -5.90 -1.07 1.54
C -6.12 0.29 0.90
C -5.01 1.26 1.29
C -3.63 0.70 0.97
C -1.24 -1.71 3.29
C -2.17 -2.74 3.98
C -3.27 -2.15 4.86
C -2.76 -1.07 5.79
C -2.08 0.04 5.01
C -0.91 -0.49 4.19
H -0.26 -2.85 1.06
H -0.05 -2.91 -1.26
H -0.29 -1.23 -0.85
H -1.63 -1.82 -2.83
H -2.75 -1.51 -1.52
H -1.71 -4.25 -2.39
H -3.32 -3.66 -2.72
H -3.23 -5.21 -0.74
H -3.90 -3.66 -0.38
H -1.15 -4.73 0.26
H -2.36 -4.30 1.41
H -3.58 -0.51 2.72
H -4.39 -2.61 1.70
H -4.45 -1.80 0.14
H -6.00 -0.98 2.63
H -6.67 -1.78 1.22
H -7.09 0.69 1.17
H -6.12 0.18 -0.19
H -5.07 1.46 2.37
H -5.15 2.23 0.80
H -2.85 1.40 1.26
H -3.54 0.56 -0.12
H -0.28 -2.23 3.12
H -1.53 -3.36 4.61
H -2.60 -3.42 3.26
H -3.72 -2.97 5.43
H -4.09 -1.75 4.24
H -2.04 -1.50 6.49
H -3.57 -0.67 6.40
H -1.71 0.82 5.68
H -2.81 0.54 4.37
H -0.13 -0.80 4.89
H -0.48 0.30 3.58
C 4.62 3.63 -6.18
C 4.88 4.19 -4.94
C 4.27 3.68 -3.81
C 3.41 2.59 -3.88
C 3.14 2.04 -5.13
C 3.74 2.56 -6.27
C 2.77 2.10 -2.63
C 2.21 0.92 -2.32
C 2.25 -0.28 -3.14
C 1.06 -0.84 -3.66
C 1.05 -2.04 -4.34
C 2.22 -2.77 -4.50
C 3.41 -2.25 -3.99
C 3.42 -1.03 -3.33
H 5.09 4.02 -7.07
H 5.56 5.03 -4.86
H 4.47 4.14 -2.84
H 2.45 1.22 -5.22
H 3.52 2.12 -7.23
H 2.75 2.90 -1.87
H 0.14 -0.28 -3.53
H 0.12 -2.42 -4.74
H 2.22 -3.71 -5.03
H 4.33 -2.80 -4.11
H 4.36 -0.63 -2.96
```

These are the Mulliken partial charges, in e, on atoms 1 to 6:
1 Eu 0.5925
2 C -0.6985
3 C -0.3165
4 C -1.0145
5 C 0.3696
6 C -0.3374